Formula: C5H12S
Source: the Open Molecules 2025 dataset
Level of theory: wB97M-V/def2-TZVPD

Atoms and positions in Å:
S: 2.4531 0.0251 -0.0093
C: 0.8639 -0.7552 -0.2219
C: -2.9569 0.0132 0.0431
C: -0.4113 -0.0542 0.3318
C: -0.4586 1.3839 -0.1486
C: -1.6586 -0.7878 -0.0310
H: 0.6921 -1.8743 0.1969
H: 0.4702 1.8576 -0.4051
H: 2.3724 0.2744 1.2890
H: -1.5308 -1.0566 -1.0925
H: -3.0192 0.5876 -0.8811
H: -1.0349 1.2977 -1.0537
H: -1.8689 -1.5703 0.7008
H: -3.0935 0.7653 0.8685
H: 0.7198 -0.8731 -1.3289
H: -3.8482 -0.6181 0.0029
H: -0.9992 2.0761 0.5143
H: -0.3808 -0.0677 1.4969

Summary:
- Energy: -16214.0544 eV
- Relative energy (zero: lowest compared OMol25 entry of this formula, charge and spin): 0.721 eV
- Largest force on an atom: 3.83 eV Å⁻¹
- Frontier orbital gap: 10.0 eV
- HOMO level: -9.04 eV
- LUMO: 0.036 hartree
- SMILES: CC[C@H](C)CS
- Charge: 0


Formula: C5H12S
Source: the Open Molecules 2025 dataset
Level of theory: wB97M-V/def2-TZVPD

Atoms and positions in Å:
S: 0.5372 -2.0026 -1.1969
C: 0.2158 2.1264 1.4605
C: -2.0009 -0.8877 -0.9252
C: -0.5464 -0.5204 -1.1764
C: 0.4768 0.9920 2.3986
C: 1.1045 2.7800 0.7206
H: -0.1208 0.1782 -0.4566
H: -0.1931 -2.7312 -0.3440
H: 1.5295 0.7178 2.4490
H: -0.8354 2.3939 1.4064
H: -2.3841 -1.4102 -1.8028
H: 2.0760 2.3354 0.5356
H: 0.1129 1.2381 3.3946
H: -0.4514 -0.0971 -2.1713
H: -2.0833 -1.6000 -0.1044
H: -2.6124 -0.0160 -0.7025
H: -0.0894 0.1013 2.0994
H: 0.9110 3.7461 0.2736

Summary:
- Energy: -16213.8125 eV
- Relative energy (zero: lowest compared OMol25 entry of this formula, charge and spin): 0.963 eV
- Largest force on an atom: 0.82 eV Å⁻¹
- Frontier orbital gap: 9.9 eV
- HOMO level: -8.95 eV
- LUMO: 0.036 hartree
- SMILES: C=CC.CCS
- Charge: 0